# 1
Computed, not measured: a 3-piece molecular cluster, C35H63N2O12S3Si overall, with ωB97M-V with the def2-TZVPD basis set.

E_tot: -3867.5333 Ha
F_max: 0.042 hartree/bohr
charge: +1

Geometry as XYZ:
```
116
C35H63N2O12S3Si ωB97M-V with the def2-TZVPD basis set
C 1.97 3.02 3.72
C 1.45 1.94 3.56
C 0.87 0.62 3.40
N 0.75 0.08 1.97
Si -0.13 1.47 1.01
C 0.84 3.02 0.58
C -1.59 2.03 2.03
C -0.82 0.99 -0.64
C -0.28 -1.01 2.18
C -0.65 -1.82 0.95
O -1.11 -3.09 1.35
C -2.42 -3.08 1.91
C -2.84 -4.52 2.15
N 0.41 -1.89 0.00
C 0.00 -2.63 -1.20
C -1.01 -1.94 -2.10
C -2.36 -2.11 -1.85
C -3.32 -1.52 -2.64
C -2.95 -0.75 -3.71
C -1.60 -0.60 -4.00
C -0.65 -1.19 -3.21
C 1.77 -1.85 0.49
C 2.79 -1.97 -0.64
C 2.60 -1.07 -1.87
C 2.90 -1.81 -3.18
S 4.71 -2.06 -3.34
S 2.08 -3.49 1.46
C 1.34 -4.78 0.52
O 3.50 -3.77 1.46
O 1.42 -3.47 2.75
C 2.07 -0.54 1.43
C 2.81 0.59 0.70
C 4.32 0.51 0.44
C 4.92 1.92 0.46
O 6.32 1.76 0.52
C 3.01 -1.04 2.56
S 4.03 0.03 3.63
O 5.38 -0.43 3.49
O 3.39 0.02 4.92
H 2.38 3.98 3.90
H -0.15 0.68 3.79
H 1.36 -0.09 4.05
H 0.17 3.87 0.64
H 1.19 2.96 -0.45
H 1.71 3.25 1.18
H -1.97 2.93 1.56
H -1.27 2.34 3.03
H -2.36 1.26 2.13
H -1.77 0.46 -0.60
H -0.10 0.42 -1.22
H -0.99 1.92 -1.18
H -1.20 -0.54 2.52
H 0.04 -1.64 3.00
H -1.50 -1.33 0.46
H -3.12 -2.56 1.25
H -2.42 -2.55 2.86
H -3.93 -4.59 2.15
H -2.47 -4.87 3.10
H -2.45 -5.14 1.35
H 0.83 -2.95 -1.82
H -0.49 -3.56 -0.91
H -2.65 -2.73 -1.01
H -4.37 -1.68 -2.42
H -3.68 -0.28 -4.35
H -1.29 -0.01 -4.85
H 0.39 -1.07 -3.49
H 2.70 -2.99 -1.01
H 3.79 -1.95 -0.24
H 1.58 -0.68 -1.91
H 3.26 -0.21 -1.88
H 2.55 -1.24 -4.03
H 2.49 -2.81 -3.18
H 4.93 -1.35 -4.44
H 0.27 -4.82 0.72
H 1.51 -4.68 -0.55
H 1.83 -5.68 0.89
H 2.32 0.85 -0.23
H 2.70 1.45 1.36
H 4.57 0.11 -0.54
H 4.92 -0.07 1.15
H 4.57 2.48 1.33
H 4.63 2.45 -0.45
H 6.75 2.58 0.27
H 2.50 -1.62 3.31
H 3.80 -1.62 2.10
H 3.96 1.28 3.14
C -7.77 -0.26 4.83
C -7.06 0.89 4.16
O -6.09 1.51 5.03
C -4.95 0.86 5.18
O -4.62 -0.16 4.61
O -4.19 1.54 6.04
C -2.96 0.91 6.36
H -8.22 0.06 5.76
H -8.56 -0.64 4.17
H -7.08 -1.08 5.05
H -7.76 1.69 3.92
H -6.56 0.58 3.24
H -2.40 0.66 5.46
H -3.13 0.00 6.95
H -2.38 1.61 6.96
C 2.39 4.84 -7.21
C 1.85 3.88 -8.24
O 0.93 2.93 -7.66
C -0.29 3.40 -7.42
O -0.69 4.51 -7.66
O -1.02 2.42 -6.88
C -2.35 2.80 -6.52
H 2.84 4.29 -6.38
H 3.15 5.48 -7.66
H 1.60 5.47 -6.81
H 2.64 3.27 -8.65
H 1.36 4.40 -9.06
H -2.88 3.24 -7.36
H -2.33 3.49 -5.69
H -2.85 1.88 -6.22
```

***

# 2
Computed, not measured: a 4-piece molecular cluster, C35H65O14P3 overall, with ωB97M-V with the def2-TZVPD basis set.

E_tot: -3450.0031 Ha
F_max: 0.157 hartree/bohr
charge: 0

Geometry as XYZ:
```
117
C35H65O14P3 ωB97M-V with the def2-TZVPD basis set
C -3.58 0.50 -1.04
C -3.93 -0.64 -1.17
C -4.50 -2.01 -1.34
C -4.87 -2.62 0.06
C -4.40 -4.08 0.25
C -2.88 -4.25 0.18
O -2.36 -5.58 0.03
C -0.98 -5.41 0.27
O -0.08 -5.79 -0.40
C -1.02 -4.57 1.57
C -1.94 -3.37 1.14
C -2.54 -2.87 2.49
C -2.07 -1.45 2.97
C -0.81 -0.91 2.29
C -0.96 0.26 1.55
C 0.12 0.81 0.86
C 1.36 0.19 0.96
C 1.51 -0.98 1.71
C 0.43 -1.54 2.38
H -3.21 1.43 -0.65
H -5.44 -1.87 -1.90
H -3.86 -2.65 -1.96
H -5.97 -2.65 0.10
H -4.55 -1.94 0.87
H -4.86 -4.68 -0.55
H -4.80 -4.47 1.21
H -2.65 -3.83 -0.82
H -0.01 -4.35 1.93
H -1.50 -5.28 2.27
H -1.53 -2.65 0.43
H -3.64 -2.87 2.51
H -2.25 -3.59 3.28
H -2.92 -0.76 2.85
H -1.84 -1.51 4.05
H -1.95 0.72 1.48
H -0.05 1.72 0.27
H 2.24 0.59 0.45
H 2.47 -1.49 1.78
H 0.50 -2.46 2.96
O 3.07 3.08 5.52
P 1.68 3.37 6.00
O 1.87 3.19 7.62
C 2.54 4.21 8.35
C 1.65 5.41 8.60
O 1.03 1.90 5.65
C 1.60 1.15 4.57
C 2.60 0.13 5.08
O 0.16 3.99 6.21
C -0.61 4.33 5.03
C -1.40 3.15 4.49
H 3.46 4.50 7.84
H 2.83 3.77 9.31
H 1.44 5.94 7.66
H 2.14 6.12 9.27
H 0.70 5.11 9.02
H 2.05 1.82 3.83
H 0.79 0.63 4.07
H 3.32 0.58 5.76
H 3.14 -0.33 4.25
H 2.09 -0.66 5.64
H 0.03 4.76 4.26
H -1.31 5.11 5.35
H -0.78 2.53 3.85
H -2.24 3.49 3.89
H -1.77 2.52 5.30
O 7.28 -0.60 0.88
P 7.35 0.86 0.56
O 5.79 1.32 0.65
C 5.17 1.43 1.94
C 5.59 2.71 2.65
O 7.49 0.74 -1.09
C 8.01 -0.43 -1.69
C 6.90 -1.35 -2.17
O 7.86 2.43 0.47
C 9.27 2.69 0.32
C 9.70 2.70 -1.14
H 5.41 0.55 2.55
H 4.10 1.44 1.78
H 6.65 2.68 2.92
H 5.01 2.84 3.57
H 5.44 3.57 2.01
H 8.69 -0.96 -1.02
H 8.61 -0.12 -2.55
H 6.16 -1.52 -1.39
H 7.30 -2.31 -2.50
H 6.37 -0.89 -3.01
H 9.86 1.98 0.89
H 9.45 3.68 0.74
H 9.90 1.69 -1.50
H 10.63 3.26 -1.27
H 8.93 3.13 -1.78
O -3.64 -0.70 -8.06
P -5.01 -0.57 -7.46
O -4.71 -0.78 -5.86
C -4.07 0.27 -5.13
C -5.04 1.38 -4.80
O -5.58 -2.08 -7.82
C -5.04 -2.82 -8.91
C -4.01 -3.82 -8.43
O -6.56 -0.08 -7.15
C -7.41 0.24 -8.27
C -8.14 -0.98 -8.81
H -3.21 0.64 -5.69
H -3.69 -0.16 -4.20
H -5.36 1.91 -5.70
H -4.58 2.10 -4.12
H -5.94 0.98 -4.33
H -4.63 -2.15 -9.67
H -5.87 -3.36 -9.38
H -3.26 -3.35 -7.79
H -3.49 -4.28 -9.28
H -4.48 -4.61 -7.85
H -6.84 0.74 -9.06
H -8.15 0.96 -7.90
H -7.51 -1.53 -9.51
H -9.04 -0.69 -9.36
H -8.41 -1.66 -8.01
```